# 1
{
  "formula": "C7H13N2O3",
  "method": "ωB97M-V/def2-TZVPD",
  "smiles": "C[C@H]1CC[C@@H]([N+](=O)[O-])C(O)=C1[NH3+]",
  "spin_multiplicity": 1,
  "charge": 1,
  "relative_energy_ev": 3.781,
  "e_tot_ha": -609.315302,
  "max_force_ev_per_a": 8.2,
  "lumo_energy_ev": [-3.968, -3.968],
  "symbols": ["C", "C", "C", "C", "C", "C", "C", "N", "N", "O", "O", "O", "H", "H", "H", "H", "H", "H", "H", "H", "H", "H", "H", "H", "H"],
  "xyz": [[0.7208, -0.0768, 0.5923], [0.7630, -1.2755, -0.4643], [-1.4715, 0.2776, -0.4764], [-1.7019, -1.2745, -0.6831], [-0.5536, 0.7693, 0.7026], [-0.3891, -2.0378, -0.9157], [-0.3881, 2.2571, 0.4797], [-0.0254, -2.2237, -2.4109], [2.0488, 0.4511, 0.8833], [-0.5918, -1.5097, -3.2000], [0.7798, -3.0957, -2.5959], [1.9718, -1.8769, -0.5489], [-1.0045, 0.6493, -1.3784], [-2.4448, 0.6212, -0.4293], [-2.2205, -1.7916, 0.0928], [-2.4153, -1.4106, -1.6041], [-1.0459, 0.6510, 1.5952], [-0.1566, -2.9583, -0.3025], [0.1630, 2.3802, -0.5693], [0.3372, 2.7422, 1.2058], [-1.3696, 2.6809, 0.4263], [1.9573, 1.3391, 0.3437], [2.6728, -0.2126, 0.4668], [2.3382, 0.5497, 1.8569], [2.0866, -2.6093, -1.2742]],
  "forces_ev_per_a": [[-2.0, -5.4, -4.7], [2.4, 5.0, 6.1], [1.6, -2.4, 0.3], [-0.2, 0.2, -2.0], [0.8, -0.9, -3.0], [-0.2, 0.5, 0.1], [3.5, 0.1, -1.7], [-2.2, 0.0, 1.2], [-1.3, 0.9, -0.7], [0.7, -0.5, 0.0], [1.0, -0.6, -1.1], [0.4, -0.5, -1.3], [0.0, 0.1, -0.4], [-1.9, 1.4, 0.4], [-0.3, 0.1, 1.0], [1.6, 0.3, 1.6], [-1.1, -0.7, 2.4], [-1.2, 0.2, -1.3], [-1.3, 0.1, 1.8], [-1.3, -0.3, -0.5], [-0.2, 0.8, 0.1], [1.4, -0.2, 0.8], [1.0, -0.4, -0.8], [-0.4, 0.4, 0.1], [-0.9, 1.7, 1.5]],
  "mulliken_charge": [-0.96, 0.22, -1.16, -1.05, 0.66, 0.61, -1.70, 0.99, -0.03, -0.52, -0.64, -0.64, 0.40, 0.52, 0.38, 0.42, 0.43, 0.33, 0.40, 0.34, 0.43, 0.42, 0.34, 0.35, 0.45]
}

=====

# 2
{
  "formula": "C8H28O10Sr",
  "method": "ωB97M-V/def2-TZVPD",
  "spin_multiplicity": 1,
  "charge": 2,
  "e_tot_ha": -1104.040187,
  "max_force_ev_per_a": 2.9,
  "lumo_energy_ev": -8.545,
  "symbols": ["Sr", "O", "H", "H", "O", "H", "H", "C", "C", "O", "O", "H", "H", "H", "H", "H", "H", "C", "C", "O", "O", "H", "H", "H", "H", "H", "H", "C", "C", "O", "O", "H", "H", "H", "H", "H", "H", "C", "C", "O", "O", "H", "H", "H", "H", "H", "H"],
  "xyz": [[-0.0891, 0.3633, -0.2259], [3.3933, -0.6029, -2.2255], [4.2758, -0.8502, -1.9494], [3.4569, -0.5082, -3.1758], [-1.5604, -1.9441, -4.0217], [-2.1188, -1.5871, -4.7123], [-1.2489, -2.7785, -4.3724], [-5.0661, 1.3944, -0.7380], [-5.3500, 0.3203, 0.3021], [-4.2254, -0.5123, 0.6651], [-4.0672, 2.2521, -0.3942], [-6.0131, 1.9114, -0.8925], [-4.8262, 1.0761, -1.7525], [-6.0714, -0.4411, 0.0058], [-5.8056, 0.7715, 1.1835], [-4.3690, -1.0805, 1.4255], [-4.1926, 2.9134, -1.0787], [0.9795, 1.4395, 5.0448], [2.3245, 1.8483, 4.3869], [2.5201, 0.8981, 3.3331], [-0.0297, 1.7335, 4.0489], [0.6817, 1.8718, 6.0000], [1.1171, 0.3888, 5.3002], [3.2171, 1.7847, 5.0093], [2.2793, 2.8404, 3.9377], [3.4452, 1.0463, 3.1240], [-0.8645, 1.5963, 4.5027], [2.4037, -6.4662, 0.2863], [1.2339, -5.5267, 0.0140], [1.0578, -4.6753, 1.1012], [1.9601, -7.4007, 1.3032], [3.1746, -5.8110, 0.6921], [2.7760, -6.9982, -0.5892], [0.2714, -6.0002, -0.1797], [1.4911, -4.8294, -0.7833], [1.0807, -5.1892, 1.9117], [1.5202, -8.1654, 0.9246], [1.0737, 5.0102, -2.0751], [1.0213, 4.4414, -3.4635], [0.2819, 3.2888, -3.4620], [1.8630, 4.0790, -1.2520], [0.0702, 5.1388, -1.6693], [1.6680, 5.9230, -2.0360], [1.9842, 4.1490, -3.8823], [0.5657, 5.1575, -4.1474], [0.0229, 3.2055, -4.3826], [2.6872, 4.5239, -1.0413]],
  "forces_ev_per_a": [[0.1, 0.3, 0.0], [-0.6, 0.1, 0.3], [0.3, -0.1, 0.2], [0.0, 0.0, -0.3], [0.2, 0.3, 0.5], [-0.2, 0.1, -0.2], [0.1, -0.3, -0.1], [-1.8, -2.2, -0.8], [-0.4, -1.3, 0.6], [1.6, 0.9, -0.6], [1.6, 1.6, 0.8], [-0.3, 0.1, 0.4], [-0.2, -1.2, -0.1], [-0.5, 0.7, -0.8], [0.4, 0.3, 0.2], [-0.6, 0.2, 0.0], [0.7, 0.8, 0.3], [1.1, 0.3, -0.4], [-1.0, -0.1, 0.4], [0.2, 0.0, -0.5], [0.2, -0.7, 0.4], [0.5, 0.7, -0.1], [-0.5, -0.4, -0.5], [-0.4, 0.1, 0.6], [-0.2, 0.2, 0.3], [0.2, -0.5, -0.5], [-0.3, 0.1, -0.1], [-1.4, -0.7, 0.3], [0.5, 0.2, -0.7], [-0.2, 1.2, 1.2], [0.8, 0.8, 0.1], [0.2, -0.5, 0.2], [0.0, 0.1, -0.1], [0.2, -0.5, -0.4], [-0.1, -0.3, -0.5], [-0.1, -0.3, 0.2], [0.1, 0.1, -0.3], [1.9, -0.6, 0.3], [0.9, 1.5, -0.3], [-1.8, -2.0, 0.0], [-1.0, -0.1, 0.1], [0.1, 0.0, 0.1], [-0.7, 0.4, -0.3], [0.6, 0.7, 0.4], [0.0, 0.4, 0.0], [-0.4, -0.6, 0.0], [0.0, -0.1, 0.1]],
  "mulliken_charge": [1.90, -0.60, 0.31, 0.31, -0.61, 0.32, 0.32, -0.43, -0.48, -0.56, -0.51, 0.33, 0.34, 0.34, 0.32, 0.32, 0.34, -0.46, -0.47, -0.52, -0.52, 0.40, 0.28, 0.40, 0.28, 0.31, 0.31, -0.51, -0.16, -0.54, -0.52, 0.27, 0.33, 0.26, 0.22, 0.32, 0.31, -0.47, -0.31, -0.52, -0.52, 0.22, 0.37, 0.25, 0.35, 0.33, 0.31]
}

=====

# 3
{
  "formula": "C24H27ClIO3P2Zr",
  "method": "ωB97M-V/def2-TZVPD",
  "spin_multiplicity": 1,
  "charge": 3,
  "relative_energy_ev": 0.000,
  "e_tot_ha": -2643.242379,
  "max_force_ev_per_a": 7.7,
  "lumo_energy_ev": -11.597,
  "symbols": ["C", "C", "H", "H", "H", "O", "I", "Zr", "P", "C", "C", "H", "H", "H", "C", "H", "H", "H", "H", "H", "H", "C", "O", "Cl", "O", "P", "C", "C", "C", "C", "C", "C", "C", "C", "C", "C", "C", "C", "C", "C", "C", "C", "C", "C", "H", "H", "H", "H", "H", "H", "H", "H", "H", "H", "H", "H", "H", "H", "H"],
  "xyz": [[-2.8557, -2.7294, -1.0485], [-2.5310, -3.3293, 0.3101], [-3.9298, -2.8134, -1.2862], [-2.2570, -3.2622, -1.8064], [-2.5718, -1.6617, -1.0449], [-1.2095, -2.6664, 0.7630], [-4.1924, -3.2373, 1.6640], [0.4218, -1.1795, 1.0848], [-2.4602, -5.2234, 0.0942], [-4.1391, -5.8943, -0.1780], [-1.4533, -5.9396, -1.2446], [-0.8596, -5.6453, 1.8637], [-2.0407, -6.9838, 1.6380], [-2.5077, -5.4914, 2.4878], [-1.9073, -5.8966, 1.6570], [-0.4230, -5.5591, -1.2620], [-1.4225, -7.0398, -1.1211], [-4.3293, -6.7000, 0.5579], [-4.1898, -6.3014, -1.1971], [-1.9265, -5.7372, -2.2211], [-4.9224, -5.1301, -0.0972], [-1.4164, -0.1105, 1.6400], [-2.4416, 0.3063, 1.9921], [1.3079, -1.0703, 3.2362], [1.1291, 0.6260, 0.4366], [1.4067, 2.1375, 0.0152], [2.7627, 1.9230, -1.1092], [4.0340, 1.6777, -0.5581], [5.0085, 1.0770, -1.3463], [4.7242, 0.7512, -2.6769], [3.4851, 1.0667, -3.2438], [2.5038, 1.6780, -2.4679], [-0.1155, 2.8001, -0.6594], [-0.8939, 2.0130, -1.5155], [-2.1270, 2.4664, -1.9677], [-2.5891, 3.7365, -1.5950], [-1.8032, 4.5501, -0.7689], [-0.5773, 4.0826, -0.3006], [1.9283, 3.1395, 1.3997], [2.7346, 4.2739, 1.1570], [3.0946, 5.1167, 2.2067], [2.6441, 4.8386, 3.5031], [1.8126, 3.7412, 3.7471], [1.4422, 2.8984, 2.6928], [4.2211, 1.9424, 0.4813], [5.9774, 0.8513, -0.9036], [5.4733, 0.2324, -3.2626], [3.2659, 0.8418, -4.2842], [1.5392, 1.9498, -2.8939], [-0.5126, 1.0488, -1.8561], [-2.6999, 1.8461, -2.6572], [-3.5363, 4.1140, -1.9887], [-2.1272, 5.5603, -0.5271], [0.0529, 4.7210, 0.3217], [3.0787, 4.5191, 0.1454], [3.7291, 5.9860, 2.0371], [2.9665, 5.4736, 4.3302], [1.4632, 3.5550, 4.7605], [0.7609, 2.0600, 2.8668]],
  "forces_ev_per_a": [[-0.1, 0.2, -0.2], [1.9, 0.5, -0.4], [0.5, 0.0, 0.0], [-0.2, 0.4, 0.0], [-0.3, -0.5, -0.1], [0.4, 0.5, -0.1], [0.4, 1.2, 0.7], [0.1, -0.6, -0.2], [0.1, -0.7, 0.6], [-0.2, 0.1, -0.5], [0.1, 0.4, -0.3], [-0.2, -0.2, -0.2], [0.1, 0.2, 0.0], [0.1, -0.2, -0.4], [0.3, 0.1, 0.6], [-0.3, -0.1, 0.1], [-0.1, 0.5, 0.2], [0.1, 0.5, -0.4], [0.1, 0.0, 0.3], [0.2, 0.0, 0.4], [0.3, -0.4, 0.0], [-6.7, 2.8, 2.5], [5.2, -1.9, -1.8], [-0.7, -0.3, -1.3], [-1.6, -3.0, 1.0], [0.8, 1.7, -0.4], [0.0, 0.0, -0.3], [-0.3, -0.2, -0.1], [-0.1, 0.1, 0.0], [-0.2, 0.0, 0.2], [0.0, 0.2, 0.1], [0.1, -0.2, 0.3], [-0.3, 0.0, 0.1], [-0.1, -0.2, 0.0], [0.0, 0.2, -0.1], [0.3, 0.0, 0.0], [0.0, -0.3, -0.3], [0.4, -0.1, 0.1], [-0.1, 0.2, 0.3], [0.1, 0.0, -0.2], [-0.2, -0.3, 0.2], [0.1, -0.2, -0.2], [0.0, 0.0, -0.3], [0.0, 0.2, 0.1], [0.1, -0.2, -0.2], [-0.2, 0.1, -0.2], [0.0, 0.1, -0.1], [0.2, 0.1, 0.1], [0.2, -0.1, 0.0], [-0.2, 0.1, 0.0], [0.1, 0.2, 0.2], [0.3, -0.2, 0.2], [0.0, -0.3, 0.0], [-0.3, -0.2, -0.1], [-0.1, -0.2, 0.4], [-0.2, -0.3, -0.1], [-0.2, -0.2, -0.2], [0.0, 0.0, -0.3], [0.3, 0.2, 0.1]],
  "mulliken_charge": [-1.08, 0.06, 0.40, 0.37, 0.27, -0.38, 0.26, 1.39, 0.88, -1.26, -1.28, 0.34, 0.47, 0.36, -1.22, 0.36, 0.42, 0.41, 0.40, 0.47, 0.41, 0.34, -0.05, -0.23, 0.18, 1.35, 0.40, -0.71, -0.70, -0.51, -0.76, -0.23, 0.47, -0.27, -0.91, -0.54, -0.77, -0.31, 0.25, -0.10, -0.81, -0.50, -0.81, -0.27, 0.40, 0.43, 0.44, 0.45, 0.57, 0.50, 0.46, 0.44, 0.45, 0.39, 0.47, 0.44, 0.42, 0.43, 0.15]
}